Here is a molecular structure, C36H51InN9O3S2Si at a distorted geometry from the Open Molecules 2025 dataset. Energies are from the ωB97M-V functional and the def2-TZVPD basis.

Multiplicity = 2
⟨S²⟩ = 0.754
HOMO-LUMO gap (spin up / spin down) = 4.106 / 7.415 eV
Energy relative to the best compared isomer or geometry (same formula, charge and spin) = 3.046 eV

```
103
C36H51InN9O3S2Si (the ωB97M-V functional and the def2-TZVPD basis)
In -0.7426 1.6167 1.7764
O 0.7813 2.6220 2.9082
N 0.3506 3.0540 4.1033
C 1.3344 3.6865 4.8399
C 1.1086 3.8361 6.1775
C -0.2381 3.6710 6.6397
C -1.1822 3.1135 5.8388
C -0.9288 2.8243 4.5340
S -2.2280 2.3476 3.4682
H 2.2958 3.8518 4.2883
H 1.8461 4.2124 6.8953
H -0.4250 3.9865 7.6839
H -2.1926 2.9936 6.2421
C -5.5730 0.1351 2.4407
Si -6.4692 0.9865 1.0660
C -7.6764 2.3213 1.6344
C -7.2700 -0.4015 0.0814
C -5.2098 1.8761 -0.1282
C -5.7206 2.9373 -0.8616
C -4.9766 4.0014 -1.3912
C -3.5986 3.9074 -1.1687
N -3.0150 2.8650 -0.5818
C -3.7327 1.8787 -0.0932
S -2.7642 0.4496 0.4615
H -6.3052 -0.2124 3.2154
H -4.7764 0.7272 2.9229
H -5.0623 -0.7881 2.0423
H -7.8400 2.2273 2.7539
H -8.6585 2.1864 1.1259
H -7.2996 3.3410 1.4818
H -8.1423 -0.9252 0.5357
H -6.4918 -1.1299 -0.1161
H -7.6602 -0.1082 -0.8945
H -6.8157 3.0266 -0.9010
H -5.3906 4.8988 -1.8402
H -3.0007 4.7324 -1.4432
C 0.1389 2.4439 -1.1875
N 0.8975 3.2457 -2.1950
C 0.5420 4.6738 -1.9415
N 0.7613 5.0991 -0.5570
C 0.0250 4.2560 0.3693
N 0.4574 2.8161 0.1888
C 1.9255 2.6625 0.3333
N 2.6489 3.5110 -0.5382
C 2.3461 3.0828 -1.9535
C 2.1891 4.8926 -0.3183
H 0.5562 1.4290 -1.3578
H -0.9535 2.5207 -1.4352
H -0.4728 4.8688 -2.3087
H 1.1627 5.3529 -2.5375
H -1.0871 4.2051 0.1757
H 0.2645 4.5421 1.4124
H 2.2073 1.5800 0.1848
H 2.2149 2.8634 1.4016
H 2.6866 2.0629 -2.2180
H 2.9052 3.7765 -2.5550
H 2.7983 5.5387 -0.9977
H 2.3615 5.1000 0.7207
N -1.1867 -1.3287 -2.0910
C -1.3780 -2.4869 -2.9837
C -0.8237 -2.3300 -4.3846
N -1.2344 -3.3703 -5.3418
H -0.9766 -0.4596 -2.5963
H -0.4255 -1.4602 -1.3401
H -2.0397 -1.0836 -1.5707
H -2.4463 -2.6562 -3.0296
H -0.9833 -3.4426 -2.4931
H 0.2258 -2.1365 -4.3169
H -1.2358 -1.2996 -4.7246
H -0.6087 -4.2001 -5.2452
H -1.0057 -3.0080 -6.3027
C 4.7596 -7.5554 -2.0206
C 4.8170 -6.0851 -2.2153
C 5.8147 -5.4119 -2.9388
C 5.8758 -4.0122 -2.9519
C 4.8580 -3.2511 -2.3471
C 3.8746 -3.9391 -1.5820
N 3.0635 -3.2150 -0.7181
C 3.1847 -3.0149 0.6968
C 4.1929 -3.7348 1.3960
C 4.4670 -3.3822 2.6932
C 3.9600 -2.1691 3.2082
C 2.9682 -1.4396 2.5461
C 2.4601 -1.9128 1.3026
C 1.1815 -1.3176 0.7115
O 0.7729 -0.1839 1.1255
O 0.7079 -1.9669 -0.2812
C 3.7578 -5.3740 -1.6957
C 2.5192 -6.0542 -1.1714
H 5.7108 -8.0175 -2.2064
H 4.0089 -8.0044 -2.7096
H 4.5812 -7.8023 -0.9551
H 6.5961 -6.0215 -3.2995
H 6.7493 -3.5792 -3.4062
H 4.7980 -2.1607 -2.3500
H 2.2636 -2.7355 -1.1039
H 4.5882 -4.7062 0.9816
H 5.2488 -3.8602 3.3184
H 4.3294 -1.8466 4.1744
H 2.4861 -0.5665 3.0171
H 2.7666 -6.8662 -0.4488
H 2.0270 -6.4836 -2.0183
H 1.8237 -5.3400 -0.7545
```

=====

Here is C3H5NO2 in the gas phase at a distorted geometry from the Open Molecules 2025 dataset. Energies are from the ωB97M-V functional and the def2-TZVPD basis.

HOMO-LUMO gap = 9.776 eV
Energy relative to the best compared isomer or geometry (same formula, charge and spin) = 3.462 eV

```
11
C3H5NO2 (the ωB97M-V functional and the def2-TZVPD basis)
C 0.0493 0.0586 -0.0326
C -0.8731 1.1051 -0.4825
C -2.1495 1.1321 -0.0550
H 1.0219 -1.4558 0.7096
H 1.9082 0.5546 -0.9232
H -0.5430 1.6660 -1.3891
H -3.0115 1.7862 -0.4216
H -2.4640 0.6121 0.9518
N 1.3773 0.0645 -0.1818
O 1.8090 -1.2941 0.0457
O -0.3982 -0.8796 0.6750
```

=====

Here is C3H3N3 in the gas phase at a distorted geometry from the Open Molecules 2025 dataset. Energies are from the ωB97M-V functional and the def2-TZVPD basis.

HOMO-LUMO gap = 11.324 eV
Energy relative to the best compared isomer or geometry (same formula, charge and spin) = 1.017 eV

```
9
C3H3N3 (the ωB97M-V functional and the def2-TZVPD basis)
N -0.6315 -1.0666 -0.1375
C 0.0688 0.0854 0.3614
C 1.4777 -0.1186 -0.0410
N 2.5210 -0.4420 -0.4156
C -0.4200 1.4215 -0.0877
N -0.8139 2.4559 -0.4225
H -1.4015 -1.3946 0.4138
H -0.8222 -1.0402 -1.1285
H 0.0214 0.0992 1.4577
```

=====

Here is a molecular structure, C20H46CoOP4S at a distorted geometry from the Open Molecules 2025 dataset. Energies are from the ωB97M-V functional and the def2-TZVPD basis.

Total charge = +3
Multiplicity = 5
⟨S²⟩ = 6.041
HOMO-LUMO gap (spin up / spin down) = 9.084 / 5.362 eV
Energy relative to the best compared isomer or geometry (same formula, charge and spin) = 0.000 eV

```
73
C20H46CoOP4S (the ωB97M-V functional and the def2-TZVPD basis)
Co 0.4199 0.8709 0.6065
P 2.0244 1.4993 1.8039
P -1.2762 1.9619 1.1428
P 0.8630 1.4104 -1.3535
H -0.9234 -1.2985 0.7949
C -0.0831 -1.0226 0.1524
C 1.2299 -1.0176 0.7324
H 1.3124 -1.3920 1.7588
C 2.2082 0.8743 3.5024
C 1.9825 3.3030 2.0733
C 3.6767 1.1243 1.1116
C -2.7941 1.1650 0.5271
C -1.6626 2.2447 2.8962
C -1.3707 3.6850 0.5309
C 2.0205 0.2983 -2.2250
C 1.5905 3.0694 -1.6021
C -0.6651 1.3977 -2.3587
H -0.2001 -1.2687 -0.9216
H 2.1222 -1.1207 0.1037
H 2.2644 -0.2181 3.4901
H 1.3388 1.1622 4.1004
H 3.1246 1.2849 3.9423
H 1.1089 3.5685 2.6823
H 1.9380 3.8496 1.1246
H 2.8944 3.5846 2.6127
H 3.8043 0.0342 1.0713
H 4.4296 1.5548 1.7852
H 3.8019 1.5376 0.1024
H -3.6334 1.8529 0.6905
H -2.9681 0.2330 1.0814
H -2.7167 0.9323 -0.5412
H -2.4590 2.9933 2.9674
H -0.7790 2.6000 3.4330
H -1.9794 1.3059 3.3573
H -2.3065 4.1048 0.9191
H -1.3713 3.7436 -0.5621
H -0.5288 4.2724 0.9194
H 2.1846 0.6865 -3.2380
H 1.5981 -0.7152 -2.2840
H 2.9789 0.2442 -1.6885
H 1.6582 3.2472 -2.6841
H 2.5950 3.1170 -1.1577
H 0.9690 3.8487 -1.1390
H -0.4071 1.6183 -3.4009
H -1.3896 2.1355 -1.9893
H -1.1390 0.4077 -2.2964
C -0.3155 -2.3433 -5.7534
C -1.4894 -2.5259 -6.5055
C -1.7532 -3.7611 -7.0929
C -0.8547 -4.8249 -6.9384
C 0.3255 -4.6365 -6.2104
C 0.5959 -3.4079 -5.6209
S 0.0537 -0.8112 -5.0020
H -1.2080 -0.2867 -4.9496
H -2.1735 -1.6909 -6.6108
H -2.6652 -3.8847 -7.6722
H -1.0744 -5.7883 -7.3842
H 1.0412 -5.4515 -6.1006
H 1.5084 -3.2430 -5.0474
C -2.6738 -1.7748 3.2312
P -1.0552 -1.5069 4.0007
C -1.2079 -1.1581 5.7610
C -0.0200 -2.9552 3.6825
O -0.4207 -0.3343 3.2869
H -2.5295 -1.9783 2.1597
H -3.2555 -0.8476 3.3365
H -3.2320 -2.6034 3.6801
H -1.6845 -2.0095 6.2545
H -0.2142 -0.9833 6.1984
H -1.8155 -0.2535 5.9103
H 0.0000 -3.1363 2.5981
H 0.9952 -2.7106 4.0231
H -0.3632 -3.8627 4.1907
```

=====

Here is C3H6N2OS in the gas phase at a distorted geometry from the Open Molecules 2025 dataset. Energies are from the ωB97M-V functional and the def2-TZVPD basis.

HOMO-LUMO gap = 8.306 eV
Energy relative to the best compared isomer or geometry (same formula, charge and spin) = 4.225 eV

```
13
C3H6N2OS (the ωB97M-V functional and the def2-TZVPD basis)
C -0.9728 -0.2605 1.1650
C -1.4172 -0.2607 -0.2679
C 1.5242 -0.0016 -0.8655
H -1.5616 -2.1495 1.8524
H -1.1924 0.7677 1.7735
H 0.1109 -0.4115 1.3969
H -2.5121 -0.1553 -0.4665
H 0.6869 -1.5988 -1.8892
H 2.5856 -0.3050 -1.0839
N -0.7226 -0.2600 -1.3752
N 0.5795 -0.7697 -1.2225
O -1.7767 -1.0938 2.0082
S 1.3933 1.4342 0.0216
```

=====

Here is a molecular structure, C4H4O6Zn at a distorted geometry from the Open Molecules 2025 dataset. Energies are from the ωB97M-V functional and the def2-TZVPD basis.

Total charge = +1
Multiplicity = 2
⟨S²⟩ = 0.753
HOMO-LUMO gap (spin up / spin down) = 3.169 / 5.820 eV
Energy relative to the best compared isomer or geometry (same formula, charge and spin) = 0.117 eV

```
15
C4H4O6Zn (the ωB97M-V functional and the def2-TZVPD basis)
O -2.3292 -1.9950 0.5533
C -1.2411 -1.4144 0.8147
O -0.4630 -1.8851 1.6950
O -0.9469 -0.3108 0.1529
O -0.0768 1.7478 0.4367
C -0.1719 2.2536 -0.8351
C 0.2234 0.4054 0.5163
Zn -1.7421 -3.1783 1.8730
H 0.0013 3.3279 -0.8705
H -0.7521 1.6759 -1.5570
H 0.5450 0.1582 1.5326
C 1.4297 0.1666 -0.5134
O 2.5476 0.5066 -0.2289
H 1.8830 -0.8734 -2.0255
O 1.0931 -0.5850 -1.5441
```